A cluster of 6 separate species, C47H67BFN11O11P in total at a distorted geometry. Source: OMol25; level of theory: the ωB97M-V functional and the def2-TZVPD basis.

Structure (XYZ):
```
139
Properties=species:S:1:pos:R:3:mulliken_charge:R:1
C 0.8299 5.3490 -3.5130 -1.0284
C 0.2060 5.1540 -2.0186 -0.0371
O -0.4840 3.8574 -2.0325 -0.3662
P -0.8408 3.3367 -0.4455 0.7693
O -1.2799 4.5651 0.3694 -0.8019
C 0.6596 2.4290 0.2393 0.5154
C 0.7862 2.5405 1.8688 -0.8196
C 0.4327 1.0934 2.5383 -0.4752
C -1.1627 0.8871 2.4417 -0.9750
C -1.3849 -0.5593 1.7153 1.8949
B -0.8762 -1.8135 2.6647 1.1081
O -1.6332 -2.3809 3.7462 -0.7349
O 0.4553 -2.3787 2.4402 -0.6417
C -2.9776 -0.7219 1.5687 -0.6550
O -3.3068 -0.7473 0.1460 -0.2797
C -2.8813 -1.9980 -0.4599 -0.4494
C -1.8753 -1.6663 -1.7014 -0.1664
N -1.0811 -2.8451 -2.1362 -0.4317
C 0.1463 -3.0456 -1.3118 -0.3488
C 1.2399 -1.8752 -1.4221 1.6297
C 2.6944 -2.4276 -0.9115 -1.0965
O 1.3836 -1.3553 -2.7716 -0.5712
N -3.7508 0.4550 2.1452 0.2549
C -3.3386 0.7262 3.5260 -0.7741
N -4.2177 0.9272 4.5383 0.2787
N -5.5880 0.9272 4.3275 0.0435
C -6.3348 0.2755 5.4220 0.3838
C -7.9411 0.1008 5.2337 -0.7815
O -5.8415 -0.1986 6.4756 -0.5105
C -6.0057 2.3433 4.0907 0.4060
C -6.2791 3.4513 5.2142 -1.0671
O -6.1065 2.6931 2.8728 -0.3950
N -1.8642 0.7736 3.7654 0.8977
C -1.4961 1.9344 4.6199 -0.1578
O -1.4614 3.1304 4.2688 -0.3705
N -1.1914 1.6128 6.0624 -0.1748
C 0.2422 1.3367 6.2505 0.6333
O 1.1051 2.1962 6.4852 -0.4138
F 0.6667 -0.0378 6.1406 -0.2162
O -2.2305 2.3182 -0.5898 -0.2105
C -3.4555 3.1085 -0.5086 -0.1512
C -4.6488 2.1879 -1.1394 -0.7325
H 0.6864 6.4319 -3.8634 0.2426
H 0.1895 4.6682 -4.1994 0.3218
H 1.9265 5.0025 -3.5481 0.2290
H -0.4775 6.0374 -1.7606 0.2579
H 1.0288 5.0721 -1.2140 0.1702
H 0.6125 1.3110 -0.0580 -0.6967
H 1.6158 2.9159 -0.1719 0.6038
H 1.8350 2.9144 2.1882 0.4378
H 0.0519 3.3628 2.1752 0.3534
H 0.8740 0.9776 3.5904 0.3322
H 1.0003 0.3265 1.8780 0.3273
H -1.5636 1.7592 1.7904 0.5298
H -0.8461 -0.5529 0.6964 -1.7649
H -2.3040 -1.7598 4.1013 0.2683
H 0.3801 -3.1722 1.8639 0.2266
H -3.3876 -1.7251 1.9849 0.4366
H -2.3728 -2.7298 0.2630 0.1878
H -3.8057 -2.5214 -0.8967 0.3302
H -1.2608 -0.7417 -1.4161 -0.1430
H -2.5586 -1.3817 -2.5830 0.4421
H -0.7845 -2.7661 -3.1303 0.3763
H -0.1942 -3.1816 -0.2266 -0.1741
H 0.6447 -4.0239 -1.6868 0.2808
H 0.9696 -0.9859 -0.7214 -0.9340
H 2.5191 -3.5121 -0.5462 0.2088
H 3.4087 -2.4924 -1.8055 0.3563
H 3.1092 -1.8367 -0.0260 0.2665
H 1.7897 -0.4559 -2.6779 0.3777
H -4.7359 0.1481 2.0879 0.4813
H -3.8996 1.1162 5.5154 0.4029
H -8.2540 -1.0105 5.2957 0.3404
H -8.5232 0.7529 5.9758 0.2910
H -8.2045 0.4656 4.1796 0.2061
H -7.0058 3.1037 6.0238 0.3271
H -5.2536 3.7866 5.6099 0.3189
H -6.7341 4.3594 4.6703 0.3514
H -1.7448 0.7454 6.2516 0.3590
H -3.7871 3.3382 0.5681 0.0778
H -3.4179 4.0543 -1.1642 0.4682
H -4.2440 1.2985 -1.7428 0.0901
H -5.3219 1.7364 -0.3166 0.0544
H -5.3261 2.7903 -1.8559 0.3690
N 2.5054 -6.8568 -1.3793 -0.5577
C 1.5785 -6.7200 -0.4169 -0.3364
C 1.7804 -7.0803 0.9058 -0.4898
C 3.0102 -7.6182 1.2592 -0.3337
C 3.9860 -7.7728 0.2849 -0.3905
C 3.6879 -7.3783 -1.0103 -0.3587
H 0.6327 -6.2983 -0.7434 0.5601
H 0.9965 -6.9446 1.6411 0.4243
H 3.2062 -7.9138 2.2844 0.3883
H 4.9562 -8.1895 0.5255 0.3933
H 4.4196 -7.4759 -1.8068 0.7749
N 6.5898 -7.5353 -2.7618 -0.3354
C 7.2093 -7.7434 -3.9360 -0.4325
C 8.4144 -7.1575 -4.2867 -0.3886
C 9.0179 -6.3025 -3.3766 -0.0083
C 8.3997 -6.0675 -2.1568 -0.7510
C 7.1967 -6.7044 -1.8987 0.0762
H 6.6971 -8.4170 -4.6154 0.3775
H 8.8693 -7.3638 -5.2464 0.3839
H 9.9612 -5.8237 -3.6154 0.3875
H 8.8426 -5.4053 -1.4231 0.3504
H 6.6764 -6.5552 -0.9573 0.2665
N 1.4143 8.1383 -1.0058 -0.2724
C 1.7270 8.2407 0.2966 -0.1392
C 2.7103 9.0831 0.7898 -0.5567
C 3.4176 9.8650 -0.1122 -0.1445
C 3.1168 9.7781 -1.4640 -0.5565
C 2.1131 8.9075 -1.8568 -0.1166
H 1.1486 7.6071 0.9618 0.3904
H 2.9182 9.1266 1.8517 0.3566
H 4.1959 10.5361 0.2350 0.3665
H 3.6492 10.3733 -2.1954 0.3566
H 1.8389 8.8069 -2.9023 0.3269
N -10.3211 4.0342 -0.8311 -0.5180
C -11.2673 4.1742 0.1118 -0.2382
C -11.0891 3.8250 1.4410 -0.5027
C -9.8642 3.2962 1.8217 -0.1967
C -8.8691 3.1389 0.8673 0.1402
C -9.1449 3.5219 -0.4355 -0.4208
H -12.2080 4.5886 -0.2356 0.3617
H -11.8874 3.9626 2.1597 0.3711
H -9.6864 3.0095 2.8532 0.3562
H -7.9016 2.7289 1.1295 0.2449
H -8.3983 3.4219 -1.2170 0.4026
N 9.3784 -4.9397 -6.4474 -0.4590
C 9.6010 -5.8650 -7.3958 -0.1371
C 10.7312 -5.8927 -8.1968 -0.5644
C 11.6894 -4.9062 -8.0139 -0.1134
C 11.4849 -3.9365 -7.0428 -0.4606
C 10.3229 -3.9976 -6.2906 -0.1610
H 8.8219 -6.6132 -7.5032 0.4648
H 10.8589 -6.6654 -8.9447 0.3498
H 12.5873 -4.8932 -8.6222 0.3667
H 12.2117 -3.1516 -6.8737 0.3533
H 10.1193 -3.2639 -5.5168 0.3790
```

- Charge: +1
- Total energy: -3726.77292 Eh